Run P
Density functional theory data (ωB97M-V with the def2-TZVPD basis set) for a cluster of 2 separate species, CH3N3S in total.

HOMO, eV: -9.356
LUMO level, eV: 0.61
Charge: 0

Last column: Löwdin charge in e.
Positions of all 8 atoms, in Å:
C (-1.73, -0.85, 0.14)  -0.92
N (-1.61, -2.05, 0.18)  0.08
N (1.92, 1.61, 0.14)  -0.03
N (1.19, 0.70, -0.21)  -0.03
S (-2.01, 0.68, 0.10)  0.70
H (-0.91, -2.66, -0.36)  0.13
H (1.91, 1.66, 1.19)  0.06
H (1.24, 0.91, -1.18)  0.02



Run Q
Density functional theory data (ωB97M-V with the def2-TZVPD basis set) for a cluster of 2 separate species, CH3N3S in total.

HOMO, eV: -9.283
LUMO level, eV: -0.76
Charge: 0

Last column: Löwdin charge in e.
Positions of all 8 atoms, in Å:
C (1.36, 0.06, 0.05)  -0.65
N (-2.15, -1.36, -1.30)  0.20
N (-1.73, -1.09, -0.29)  -0.32
N (-1.52, -0.64, 0.83)  0.08
S (1.78, -1.43, -0.06)  0.66
H (1.06, 0.51, -0.89)  0.00
H (1.06, 0.70, 0.89)  0.02
H (-0.57, -0.86, 1.12)  0.01



The computed energies, referenced to the most stable structure and given in kcal/mol, are run P 0.0; run Q 19.4.



Run P
Density functional theory data (ωB97M-V with the def2-TZVPD basis set) for the ion C5H12NS with charge -2.

Expectation value of S²: 0.75
HOMO (alpha / beta), eV: 3.747 / 0.081
LUMO level (alpha / beta), eV: 5.87 / 5.86
Multiplicity: 2
Charge: -2

Last column: Löwdin charge in e.
Positions of all 19 atoms, in Å:
C (1.64, 0.15, -0.19)  -0.33
C (1.51, -0.48, -1.58)  -0.83
S (2.15, 0.57, -2.91)  -0.02
C (0.55, -0.45, 0.74)  -0.26
N (-0.87, -0.33, 0.21)  -0.28
C (-1.09, 1.02, -0.31)  -0.19
C (-1.82, -0.60, 1.27)  -0.57
H (2.65, -0.15, 0.22)  0.10
H (1.56, 1.22, -0.06)  0.07
H (0.43, -0.51, -1.77)  0.00
H (1.79, -1.56, -1.57)  0.05
H (0.83, -1.43, 1.13)  0.08
H (0.43, 0.28, 1.57)  0.07
H (-0.82, 1.84, 0.37)  0.06
H (-0.53, 1.15, -1.25)  0.06
H (-2.14, 1.16, -0.64)  0.05
H (-1.65, -1.58, 1.69)  -0.04
H (-2.92, -0.46, 1.00)  -0.03
H (-1.72, 0.17, 2.09)  -0.02



Run Q
Density functional theory data (ωB97M-V with the def2-TZVPD basis set) for the ion C5H12NS with charge -2.

Expectation value of S²: 0.75
HOMO (alpha / beta), eV: 3.787 / -0.013
LUMO level (alpha / beta), eV: 5.94 / 5.94
Multiplicity: 2
Charge: -2

Last column: Löwdin charge in e.
Positions of all 19 atoms, in Å:
C (0.38, 0.27, -1.03)  -0.31
C (0.59, 1.78, -0.85)  -0.79
S (-0.85, 2.77, -0.30)  0.00
C (-0.38, -0.48, 0.06)  -0.28
N (0.40, -1.55, 0.71)  -0.27
C (0.93, -2.52, -0.26)  -0.42
C (-0.46, -2.26, 1.65)  -0.35
H (-0.09, 0.07, -2.00)  0.08
H (1.35, -0.24, -1.12)  0.08
H (0.93, 2.17, -1.81)  0.01
H (1.40, 1.94, -0.13)  0.03
H (-0.69, 0.24, 0.83)  0.07
H (-1.32, -0.89, -0.35)  0.10
H (0.64, -3.53, 0.03)  -0.04
H (0.59, -2.40, -1.29)  0.03
H (2.03, -2.51, -0.26)  0.00
H (-0.91, -1.53, 2.35)  0.05
H (0.14, -2.95, 2.23)  -0.01
H (-1.31, -2.75, 1.17)  0.02



The computed energies, referenced to the most stable structure and given in kcal/mol, are run P 8.8; run Q 0.0.



Run P
Density functional theory data (ωB97M-V with the def2-TZVPD basis set) for a cluster of 2 separate species, C2H8FN2 in total.

HOMO, eV: -13.348
LUMO level, eV: -3.69
Charge: +1

Last column: Löwdin charge in e.
Positions of all 13 atoms, in Å:
C (-0.83, -0.14, -0.31)  -0.02
C (1.18, 0.58, 0.19)  -0.30
N (1.33, 1.84, 0.58)  0.12
N (-0.58, -1.62, -0.13)  0.10
F (1.82, 0.16, -0.92)  0.04
H (-1.49, 0.10, 0.49)  0.07
H (-1.08, 0.24, -1.37)  0.12
H (1.31, -0.01, 1.08)  0.12
H (1.32, 2.64, -0.03)  0.12
H (1.74, 2.10, 1.49)  0.14
H (-0.11, -2.22, -0.78)  0.15
H (-1.46, -2.10, -0.29)  0.15
H (0.01, -1.90, 0.70)  0.19



Run Q
Density functional theory data (ωB97M-V with the def2-TZVPD basis set) for a cluster of 2 separate species, C2H8FN2 in total.

HOMO, eV: -14.466
LUMO level, eV: -3.88
Charge: +1

Last column: Löwdin charge in e.
Positions of all 13 atoms, in Å:
C (-0.80, 0.71, -0.85)  -0.07
C (-0.14, -0.42, -0.24)  -0.18
N (-0.31, -0.29, 1.78)  0.08
N (1.37, -0.46, -0.29)  0.20
F (-0.55, 0.98, 1.93)  -0.06
H (-1.00, 0.55, -1.89)  0.10
H (-0.26, 1.66, -0.76)  0.11
H (-1.61, 0.85, -0.17)  0.09
H (-0.58, -1.40, -0.59)  0.16
H (-1.12, -0.72, 1.97)  0.04
H (1.69, -0.52, -1.27)  0.18
H (1.64, -1.35, 0.19)  0.19
H (1.67, 0.39, 0.18)  0.16



The computed energies, referenced to the most stable structure and given in kcal/mol, are run P 0.0; run Q 41.4.